Here is a 13-piece molecular cluster, H25O13 overall from the Open Molecules 2025 dataset. Energies are from ωB97M-V/def2-TZVPD.

Computed properties:
energy relative to the best compared isomer or geometry (same formula, charge and spin): 49.68 kcal/mol
gap between HOMO and LUMO: 9.07 eV
max |F|: 2.57 eV/Å
HOMO: -6.49 eV
E_tot: -27025.2210 eV
E_LUMO: 2.58 eV

The geometry in ORCA input format:
```
! RIJCOSX wB97M-V def2-TZVPD def2/J DEFGRID3
* xyz -1 1
O 2.74814 -2.65898 -0.45280
O 1.72116 -1.72403 3.05805
O -2.07060 0.28104 -1.15682
O -2.11694 -2.44598 0.00055
O 0.00996 -4.05080 -0.07620
O -2.48856 0.81133 2.53501
O 1.85944 0.75459 -0.04487
O 0.23975 2.89037 -1.28809
O 0.27694 3.83947 1.42002
O 1.84408 0.55194 -2.49748
O -3.78206 2.48446 0.28205
O 1.35202 -1.73212 -4.01467
O -0.04915 0.75620 1.62839
H 0.83649 -3.62714 -0.26230
H -0.56312 -3.36213 0.32066
H 2.51423 1.19082 -2.68837
H 0.67323 -2.34534 -3.82992
H -1.33496 0.51146 -1.74003
H 1.12651 -2.33104 3.51183
H -1.62551 0.37579 2.57824
H -2.18674 -2.85587 -0.85821
H -0.03404 2.94579 1.32238
H 3.24433 -1.89094 -0.15740
H -3.42674 2.44667 1.17188
H 2.03355 -2.48964 0.17876
H -1.89151 -1.51455 -0.06113
H -2.94342 0.43491 1.79187
H 0.23262 1.22926 2.42188
H 1.74565 0.67139 -1.42978
H 1.20526 -1.01575 -3.36598
H 0.60081 2.32919 -1.98602
H 2.73419 0.41295 0.10972
H 0.45273 2.47287 -0.44713
H -3.22797 1.82901 -0.16295
H 1.07395 -1.28683 2.48461
H -1.70886 0.62293 -0.33068
H 0.87456 0.97348 1.24627
H 0.05058 4.51525 0.78866
*
```